Below is a cluster of 3 separate species, C5H18NO2 in total, with properties calculated with ωB97M-V/def2-TZVPD.

Summary:
Multiplicity = 1
F_max = 1.5 eV Å⁻¹
Lowest unoccupied orbital energy = -3.0 eV
Relative energy (zero: lowest compared OMol25 entry of this formula, charge and spin) = 0.3278 eV
Charge = +1
Frontier orbital gap = 11.31 eV

Structure (XYZ):
```
26
Properties=species:S:1:pos:R:3:nbo_charge:R:1
O 2.47 -2.96 1.34 -0.96
O -1.22 2.06 2.82 -0.98
N -1.70 1.19 0.21 -0.66
C 0.50 -1.41 -1.55 -0.62
C -1.08 0.44 -0.92 -0.05
C -0.41 1.39 -1.89 -0.65
C -0.13 -0.66 -0.39 -0.23
C 0.91 -0.18 0.64 -0.63
H 0.61 0.66 1.26 0.17
H 1.19 -1.03 1.24 0.27
H -0.96 2.31 -2.06 0.23
H -1.64 2.61 3.49 0.50
H -0.33 0.92 -2.87 0.25
H -1.02 1.76 0.72 0.46
H 3.25 -3.06 1.89 0.48
H 1.78 0.16 0.07 0.22
H -2.36 1.85 -0.14 0.43
H -1.83 -0.13 -1.45 0.23
H -0.73 -1.42 0.11 0.21
H -2.16 0.58 0.88 0.45
H -0.39 1.81 3.26 0.49
H 2.61 -3.54 0.58 0.48
H -0.13 -1.49 -2.44 0.22
H 0.68 -2.45 -1.27 0.23
H 0.63 1.59 -1.65 0.23
H 1.46 -1.01 -1.88 0.22
```



Below is a cluster of 6 separate species, C5H18NO7 in total, with properties calculated with ωB97M-V/def2-TZVPD.

Summary:
Multiplicity = 1
F_max = 2.9 eV Å⁻¹
Lowest unoccupied orbital energy = 3.4 eV
Relative energy (zero: lowest compared OMol25 entry of this formula, charge and spin) = 1.1344 eV
Charge = -1
Frontier orbital gap = 8.49 eV

Structure (XYZ):
```
31
Properties=species:S:1:pos:R:3:nbo_charge:R:1
O 2.33 -2.44 2.49 -0.96
O 1.51 0.81 -0.20 -0.84
O 0.86 -1.90 -3.54 -0.95
O -2.85 3.02 0.09 -0.97
O 2.23 -1.31 -0.29 -0.77
O -0.27 2.60 -0.63 -1.01
O 0.60 1.57 -3.08 -0.98
N -0.30 -2.29 -0.56 -0.85
C -0.36 -0.86 1.50 -0.47
C -0.66 0.52 1.96 -0.16
C -0.16 -0.96 -0.01 -0.15
C 1.34 -0.46 -0.20 0.76
C -1.81 0.93 2.46 -0.42
H 0.09 -1.34 -3.77 0.47
H 0.56 3.05 -0.50 0.48
H 0.04 1.67 -0.46 0.52
H 0.51 -1.23 2.05 0.24
H 1.42 1.27 -2.71 0.47
H -3.32 2.26 -0.29 0.45
H 3.07 -2.01 2.04 0.49
H -2.24 1.90 2.69 0.21
H 0.00 -2.98 0.11 0.35
H -1.93 2.66 0.07 0.50
H 1.85 -2.86 1.78 0.47
H 0.40 2.28 -2.43 0.49
H -1.17 -1.51 1.76 0.20
H -2.58 0.16 2.59 0.16
H 0.15 1.25 2.00 0.21
H 1.29 -1.27 -2.93 0.48
H -0.75 -0.20 -0.49 0.18
H 0.13 -2.34 -1.47 0.39
```



Below is a structure of composition C5H19BMgN4O8P3, with properties calculated with ωB97M-V/def2-TZVPD.

Summary:
Multiplicity = 1
F_max = 5.8 eV Å⁻¹
Lowest unoccupied orbital energy = -6.9 eV
Charge = +1
Frontier orbital gap = 4.48 eV

Structure (XYZ):
```
41
Properties=species:S:1:pos:R:3:nbo_charge:R:1
P 1.24 -1.93 -2.11 2.13
P 1.86 0.79 0.88 0.93
P -0.29 0.07 1.02 1.14
Mg 3.16 3.01 -0.69 0.93
O 0.72 -3.36 -2.78 -0.96
O -0.45 0.71 -4.58 -0.24
O -1.46 -0.01 -2.89 -0.39
O -1.65 -2.78 0.38 -0.70
O -0.64 2.56 -0.40 -0.91
O -0.14 0.06 -0.71 -0.77
O 0.28 -1.59 1.11 -0.73
O 2.47 -2.29 -1.00 -0.98
N -1.01 -0.23 -4.18 0.37
N -0.42 0.02 2.77 -1.10
N 1.84 -0.89 -3.13 -1.32
N 2.68 0.77 2.25 -1.07
C -0.27 -1.25 -1.18 -0.12
C -1.50 -1.25 -2.17 -0.13
C -1.89 2.65 1.88 -0.82
C -1.12 3.07 3.19 -0.59
C -0.38 -2.25 0.07 0.36
B -0.98 1.91 0.80 0.86
H -2.23 3.60 1.40 0.22
H 1.87 2.15 0.31 -0.18
H -1.45 4.03 3.59 0.23
H 0.17 0.68 3.26 0.38
H 1.45 -3.98 -2.75 0.51
H 2.80 -0.69 -2.88 0.38
H -0.34 -0.92 3.15 0.41
H -1.31 2.29 3.94 0.23
H -1.37 3.14 -0.64 0.51
H -1.93 -3.32 -0.35 0.48
H 3.46 0.13 2.11 0.38
H -0.03 3.04 3.00 0.19
H -1.44 -2.11 -2.85 0.22
H -2.44 -1.24 -1.61 0.22
H -1.69 -0.29 0.94 0.01
H 2.56 -3.25 -0.90 0.50
H -2.82 2.10 2.09 0.26
H 2.53 -0.04 -0.06 0.01
H 0.17 -3.14 -0.29 0.15
```



Below is a cluster of 4 separate species, C5H19N2O4 in total, with properties calculated with ωB97M-V/def2-TZVPD.

Summary:
Multiplicity = 1
F_max = 2.2 eV Å⁻¹
Lowest unoccupied orbital energy = -2.5 eV
Relative energy (zero: lowest compared OMol25 entry of this formula, charge and spin) = 0.3887 eV
Charge = +1
Frontier orbital gap = 10.75 eV

Structure (XYZ):
```
30
Properties=species:S:1:pos:R:3:nbo_charge:R:1
O -1.01 -1.11 -1.90 -1.00
O -0.84 -1.62 0.95 -0.64
O -2.57 0.17 2.24 -0.96
O -2.27 1.06 -2.96 -0.98
N 1.33 -2.03 1.18 -0.59
N -0.62 0.97 0.15 -0.53
C -0.37 2.40 0.49 -0.43
C 2.76 -1.86 1.08 -0.43
C 0.31 -1.24 0.81 0.68
C 1.58 0.42 -0.80 -0.64
C 0.66 0.19 0.40 -0.13
H -2.57 -0.75 1.93 0.50
H -1.34 2.86 0.68 0.24
H -1.50 -0.65 -2.60 0.51
H -2.27 0.04 3.16 0.48
H -1.25 -2.05 -1.89 0.50
H -3.22 1.01 -2.85 0.50
H -0.82 0.84 -0.84 0.47
H 1.93 1.44 -0.80 0.23
H 3.18 -2.21 0.14 0.21
H -0.09 2.90 -0.39 0.22
H -2.11 1.66 -3.70 0.50
H 1.20 0.62 1.24 0.23
H 1.08 0.15 -1.73 0.25
H 3.25 -2.38 1.90 0.23
H 3.08 -0.84 1.26 0.20
H 1.06 -2.94 1.53 0.42
H -1.34 0.60 0.77 0.49
H 2.44 -0.23 -0.74 0.24
H 0.33 2.56 1.30 0.23
```



What did the second record say?
Below is a cluster of 6 separate species, C5H18NO7 in total, with properties calculated with ωB97M-V/def2-TZVPD.

Summary:
Multiplicity = 1
F_max = 2.9 eV Å⁻¹
Lowest unoccupied orbital energy = 3.4 eV
Relative energy (zero: lowest compared OMol25 entry of this formula, charge and spin) = 1.1344 eV
Charge = -1
Frontier orbital gap = 8.49 eV

Structure (XYZ):
```
31
Properties=species:S:1:pos:R:3:nbo_charge:R:1
O 2.33 -2.44 2.49 -0.96
O 1.51 0.81 -0.20 -0.84
O 0.86 -1.90 -3.54 -0.95
O -2.85 3.02 0.09 -0.97
O 2.23 -1.31 -0.29 -0.77
O -0.27 2.60 -0.63 -1.01
O 0.60 1.57 -3.08 -0.98
N -0.30 -2.29 -0.56 -0.85
C -0.36 -0.86 1.50 -0.47
C -0.66 0.52 1.96 -0.16
C -0.16 -0.96 -0.01 -0.15
C 1.34 -0.46 -0.20 0.76
C -1.81 0.93 2.46 -0.42
H 0.09 -1.34 -3.77 0.47
H 0.56 3.05 -0.50 0.48
H 0.04 1.67 -0.46 0.52
H 0.51 -1.23 2.05 0.24
H 1.42 1.27 -2.71 0.47
H -3.32 2.26 -0.29 0.45
H 3.07 -2.01 2.04 0.49
H -2.24 1.90 2.69 0.21
H 0.00 -2.98 0.11 0.35
H -1.93 2.66 0.07 0.50
H 1.85 -2.86 1.78 0.47
H 0.40 2.28 -2.43 0.49
H -1.17 -1.51 1.76 0.20
H -2.58 0.16 2.59 0.16
H 0.15 1.25 2.00 0.21
H 1.29 -1.27 -2.93 0.48
H -0.75 -0.20 -0.49 0.18
H 0.13 -2.34 -1.47 0.39
```



F_max of number 1 (C5H18NO2)? 1.5 eV Å⁻¹



Look up the lowest unoccupied orbital energy of the third one. -6.9 eV